Record 1
DFT (ωB97M-V/def2-TZVPD) results for 11 unconnected molecules or ions with the total composition C28H50F3N3O32S5 at a distorted geometry.

The HOMO energy is -0.336 Ha. Its net charge is 0. For the frontier orbital gap, the calculation gives 8.63 eV. As for the spin multiplicity: 1. As for the energy relative to the best compared isomer or geometry (same formula, charge and spin): 0.0 kcal per mole. Its structure (SMILES) is O=C1OC[C@@H](F)O1.O=C1OC[C@@H](F)O1.O=C1OC[C@@H](F)O1.O=S1(=O)OCCO1.O=S1(=O)OCCO1.O=S1(=O)OCCO1.O=S1(=O)OCCO1.O=S1(=O)OCCO1.CNC(C)=O.CNC(C)=O.CNC(C)=O.

XYZ file:
```
121
C28H50F3N3O32S5 | the Open Molecules 2025 dataset | ωB97M-V/def2-TZVPD
C -31.61 -20.21 -6.81
C -30.86 -20.81 -8.02
O -29.90 -21.54 -7.78
N -31.40 -20.60 -9.22
C -30.68 -21.07 -10.38
H -32.70 -20.33 -6.83
H -31.35 -19.15 -6.79
H -31.33 -20.76 -5.91
H -32.20 -20.00 -9.35
H -31.25 -20.77 -11.27
H -30.48 -22.14 -10.42
H -29.73 -20.54 -10.42
C -31.13 -21.05 -0.54
C -31.46 -19.81 0.27
O -31.29 -18.68 -0.17
N -31.88 -20.04 1.52
C -32.37 -18.94 2.38
H -30.08 -21.35 -0.55
H -31.50 -20.91 -1.55
H -31.66 -21.92 -0.14
H -32.30 -20.93 1.73
H -33.32 -19.23 2.82
H -32.37 -17.99 1.86
H -31.71 -18.83 3.25
C -35.17 -18.45 -10.01
C -33.85 -17.90 -9.51
O -32.82 -18.33 -10.02
N -33.89 -17.02 -8.49
C -32.69 -16.47 -7.89
H -35.97 -18.16 -9.32
H -35.23 -19.53 -10.12
H -35.31 -18.02 -11.01
H -34.76 -16.53 -8.39
H -32.47 -17.02 -6.98
H -32.86 -15.43 -7.61
H -31.85 -16.41 -8.57
C -32.40 -12.65 -1.00
C -31.71 -11.83 0.05
O -31.62 -10.54 -0.56
C -31.75 -10.68 -1.90
O -31.72 -9.83 -2.71
O -32.11 -11.97 -2.20
F -30.43 -12.25 0.26
H -33.49 -12.68 -0.87
H -32.04 -13.67 -0.98
H -32.23 -11.84 1.01
C -29.67 -16.66 -2.14
C -29.30 -16.28 -0.71
O -29.60 -14.91 -0.82
C -29.24 -14.49 -2.09
O -29.04 -13.35 -2.34
O -29.25 -15.54 -2.92
F -27.97 -16.53 -0.53
H -30.74 -16.81 -2.23
H -29.20 -17.58 -2.49
H -29.94 -16.69 0.07
C -37.67 -20.69 -5.67
C -36.95 -19.39 -5.97
O -35.69 -19.89 -6.45
C -35.99 -21.07 -7.09
O -35.28 -21.62 -7.87
O -37.15 -21.58 -6.67
F -36.74 -18.67 -4.84
H -38.75 -20.60 -5.79
H -37.46 -21.08 -4.68
H -37.38 -18.79 -6.78
C -32.40 -18.38 -3.86
C -33.80 -18.25 -3.28
O -33.93 -16.91 -2.85
S -33.11 -15.91 -3.84
O -32.35 -14.97 -3.10
O -33.95 -15.42 -4.90
O -32.10 -17.08 -4.41
H -32.27 -19.12 -4.65
H -31.66 -18.59 -3.09
H -34.07 -18.91 -2.46
H -34.56 -18.48 -4.03
C -29.54 -11.93 -6.03
C -30.63 -12.33 -5.03
O -31.74 -11.50 -5.28
S -31.76 -11.04 -6.85
O -32.38 -9.76 -6.99
O -32.19 -12.14 -7.70
O -30.13 -10.98 -6.95
H -29.28 -12.74 -6.71
H -28.64 -11.46 -5.65
H -30.31 -12.16 -4.00
H -30.86 -13.39 -5.10
C -36.52 -19.21 -0.18
C -35.27 -18.30 -0.06
O -35.23 -17.80 1.27
S -36.41 -18.38 2.20
O -37.48 -17.43 2.27
O -35.83 -18.87 3.42
O -36.77 -19.59 1.16
H -36.31 -20.13 -0.71
H -37.33 -18.63 -0.64
H -35.21 -17.49 -0.78
H -34.39 -18.94 -0.18
C -37.29 -14.14 -5.87
C -37.24 -15.66 -5.70
O -38.33 -16.24 -6.35
S -39.56 -15.16 -6.49
O -40.36 -15.27 -5.30
O -40.12 -15.28 -7.79
O -38.60 -13.84 -6.41
H -36.61 -13.66 -6.58
H -37.16 -13.66 -4.91
H -37.27 -15.85 -4.63
H -36.28 -16.09 -6.00
C -34.73 -24.56 -2.96
C -35.84 -24.38 -3.98
O -35.99 -22.96 -4.19
S -34.94 -22.11 -3.32
O -35.62 -21.00 -2.71
O -33.70 -21.95 -4.03
O -34.74 -23.30 -2.24
H -33.73 -24.71 -3.37
H -35.00 -25.34 -2.26
H -36.84 -24.64 -3.63
H -35.64 -24.88 -4.93
```

Here are the Löwdin charges for atoms 1 to 99, given in e: C 0.00; C -0.56; O 0.03; N 0.02; C -0.07; H 0.07; H 0.07; H 0.07; H 0.09; H 0.08; H 0.08; H 0.09; C 0.02; C -0.55; O 0.02; N 0.03; C -0.04; H 0.09; H 0.07; H 0.07; H 0.13; H 0.07; H 0.08; H 0.09; C 0.01; C -0.53; O 0.01; N 0.03; C -0.05; H 0.07; H 0.08; H 0.09; H 0.13; H 0.06; H 0.08; H 0.10; C -0.09; C -0.28; O 0.14; C -0.54; O 0.19; O 0.05; F 0.08; H 0.15; H 0.12; H 0.17; C -0.08; C -0.29; O 0.10; C -0.54; O 0.18; O 0.09; F 0.08; H 0.09; H 0.15; H 0.15; C -0.04; C -0.28; O 0.10; C -0.58; O 0.18; O 0.08; F 0.08; H 0.15; H 0.11; H 0.17; C -0.13; C -0.17; O -0.19; S 0.66; O -0.20; O -0.23; O -0.20; H 0.10; H 0.11; H 0.10; H 0.11; C -0.13; C -0.18; O -0.19; S 0.68; O -0.22; O -0.27; O -0.21; H 0.13; H 0.13; H 0.10; H 0.12; C -0.15; C -0.16; O -0.20; S 0.66; O -0.22; O -0.23; O -0.19; H 0.10; H 0.14; H 0.12; H 0.11

=====

Record 2
DFT (ωB97M-V/def2-TZVPD) results for C13H21NO4 in the gas phase at a distorted geometry.

The HOMO energy is -0.307 Ha. Its net charge is 0. For the frontier orbital gap, the calculation gives 8.77 eV. As for the spin multiplicity: 1. As for the energy relative to the best compared isomer or geometry (same formula, charge and spin): 328.7 kcal per mole. Its structure (SMILES) is COc1cccc(OCCOCCNCCO)c1.

XYZ file:
```
39
C13H21NO4 | the Open Molecules 2025 dataset | ωB97M-V/def2-TZVPD
C 0.66 2.66 0.84
H 0.61 3.69 1.07
O 2.15 2.62 0.53
C 2.54 1.28 0.14
C 1.72 0.01 -0.18
C 2.24 -1.10 -0.36
C 3.58 -1.20 -0.44
C 4.42 0.08 -0.53
C 3.81 1.28 -0.12
H 4.49 2.10 0.13
H 5.45 0.21 -0.54
H 4.01 -1.91 -1.02
O 1.64 -2.36 -0.76
C 0.24 -2.10 -0.46
C -0.23 -2.16 0.86
O -1.35 -1.29 1.38
C -2.56 -1.94 1.17
C -3.24 -1.74 -0.22
N -3.53 -0.27 -0.79
H -4.34 0.05 0.05
C -2.62 0.60 -0.99
C -3.32 2.08 -0.93
O -3.84 2.55 0.14
H -3.26 2.52 0.98
H -3.98 2.11 -2.09
H -2.34 2.73 -1.41
H -2.00 0.15 -1.80
H -1.85 0.80 -0.08
H -4.16 -2.37 -0.21
H -2.45 -2.10 -0.97
H -3.20 -1.07 1.75
H -2.64 -2.85 1.33
H 0.65 -1.74 1.61
H -0.50 -3.28 1.32
H -0.14 -3.19 -0.96
H -0.20 -1.14 -0.99
H 0.66 0.24 -0.03
H 0.24 2.01 1.81
H 0.03 2.52 -0.15
```

Löwdin charges in e: C -0.06; H 0.04; O -0.12; C -0.18; C 0.02; C -0.37; C 0.04; C 0.03; C -0.09; H 0.13; H 0.07; H 0.07; O -0.02; C -0.27; C -0.20; O -0.17; C -0.25; C -0.12; N -0.12; H 0.21; C -0.40; C -0.41; O -0.03; H 0.17; H 0.19; H 0.13; H 0.13; H 0.11; H 0.12; H 0.11; H 0.18; H 0.02; H 0.18; H 0.18; H 0.19; H 0.14; H 0.09; H 0.15; H 0.10

=====

Record 3
DFT (ωB97M-V/def2-TZVPD) results for a molecular structure, C23H28BN2OSn at a distorted geometry.

The HOMO energy (alpha / beta) is -0.400 / -0.400 Ha. Its net charge is +1. For the frontier orbital gap (alpha / beta), the calculation gives 5.21 / 5.21 eV. As for the spin multiplicity: 1.

XYZ file:
```
56
C23H28BN2OSn | the Open Molecules 2025 dataset | ωB97M-V/def2-TZVPD
C 2.04 0.08 2.86
C 2.34 -0.54 1.59
C 2.21 0.48 0.56
H 2.74 -1.57 1.47
C 1.68 1.71 1.18
C 1.62 1.49 2.61
H 1.43 2.65 0.67
C -1.25 -1.61 2.80
C -0.11 -2.27 2.16
C -0.38 -2.31 0.74
H 0.79 -2.65 2.67
C -1.66 -1.62 0.53
C -2.13 -1.08 1.77
H 2.54 0.38 -0.47
H 1.03 2.11 3.31
H 2.07 -0.52 3.79
H -3.05 -0.48 1.95
H 0.23 -2.81 -0.03
H -1.47 -1.46 3.86
Sn -0.05 0.05 1.14
C -2.41 -1.50 -0.79
C -3.79 -2.13 -0.60
C -1.64 -2.20 -1.92
H -3.68 -3.12 -0.13
H -4.27 -2.24 -1.58
H -4.42 -1.50 0.04
H -1.71 -3.28 -1.78
H -0.58 -1.89 -1.95
H -2.12 -1.93 -2.87
C -2.59 0.02 -1.11
C -1.32 0.70 -1.47
H -3.05 0.54 -0.24
H -3.29 0.10 -1.95
O -0.24 0.63 -0.78
N -1.24 1.47 -2.54
C -0.21 2.55 -2.77
H -1.81 1.18 -3.34
C 1.15 2.00 -3.07
C 2.30 2.65 -2.59
H 2.20 3.55 -1.96
C 3.57 2.15 -2.91
H 4.46 2.66 -2.53
C 3.70 1.02 -3.72
H 4.69 0.63 -3.98
C 2.55 0.38 -4.22
H 2.63 -0.50 -4.86
C 1.27 0.89 -3.90
H 0.37 0.40 -4.29
H -0.20 3.21 -1.89
H -0.61 3.11 -3.62
B 0.01 0.00 6.17
C -0.05 0.12 4.77
N -0.28 0.25 3.61
H 1.00 -0.58 6.52
H -1.00 -0.57 6.53
H 0.00 1.16 6.53
```

Löwdin charges in e: C -0.13; C -0.16; C -0.14; H 0.13; C -0.16; C -0.12; H 0.11; C -0.12; C -0.13; C -0.11; H 0.13; C -0.31; C -0.11; H 0.12; H 0.12; H 0.12; H 0.14; H 0.13; H 0.12; Sn 1.50; C -0.50; C -0.01; C -0.02; H 0.11; H 0.10; H 0.10; H 0.11; H 0.09; H 0.10; C -0.04; C -0.37; H 0.15; H 0.15; O -0.10; N 0.13; C -0.07; H 0.17; C -0.24; C -0.05; H 0.12; C -0.07; H 0.12; C -0.07; H 0.11; C -0.06; H 0.11; C -0.04; H 0.11; H 0.14; H 0.14; B -0.41; C -0.26; N 0.02; H 0.04; H 0.05; H 0.05

=====

Record 4
DFT (ωB97M-V/def2-TZVPD) results for a molecular structure, C36H60GeNO6RbSSbSi3 at a distorted geometry.

The HOMO energy (alpha / beta) is -0.185 / -0.160 Ha. Its net charge is -1. For the frontier orbital gap (alpha / beta), the calculation gives 6.87 / 5.10 eV. As for the spin multiplicity: 1.

XYZ file:
```
110
C36H60GeNO6RbSSbSi3 | the Open Molecules 2025 dataset | ωB97M-V/def2-TZVPD
Rb -0.46 -0.78 0.41
O -1.04 1.41 6.78
C -0.90 0.96 5.49
C 0.33 0.60 5.00
C 0.41 0.15 3.67
N -0.65 0.05 2.83
C -1.86 0.42 3.37
C -2.01 0.88 4.68
C -3.06 0.33 2.48
O -4.21 0.66 2.93
O -2.80 -0.09 1.32
C 1.73 -0.25 3.12
O 2.78 -0.18 3.85
O 1.66 -0.63 1.92
H -0.15 1.39 7.17
H 1.24 0.65 5.59
H -3.00 1.16 5.05
C -6.54 3.34 -2.80
C -5.54 2.30 -2.31
C -5.30 2.43 -0.80
C -4.33 1.37 -0.25
Ge -2.53 1.52 -1.00
C -1.77 3.33 -0.98
C -1.33 3.83 0.41
C -2.50 4.07 1.37
C -2.01 4.65 2.69
H -6.70 3.23 -3.89
H -6.16 4.37 -2.60
H -7.52 3.21 -2.28
H -4.59 2.45 -2.87
H -5.94 1.29 -2.54
H -6.27 2.30 -0.28
H -4.90 3.44 -0.56
H -4.73 0.35 -0.47
H -4.28 1.47 0.85
H -2.63 1.12 -2.49
H -2.48 4.04 -1.45
H -0.86 3.29 -1.62
H -0.81 4.80 0.26
H -0.61 3.11 0.85
H -3.02 3.12 1.58
H -3.22 4.79 0.91
H -1.30 3.94 3.18
H -2.87 4.81 3.37
H -1.50 5.62 2.53
O -0.72 -3.37 0.08
S -1.53 -4.10 -0.95
C -2.56 -5.28 -0.01
C -2.52 -5.30 1.39
C -3.32 -6.19 2.10
C -4.17 -7.06 1.42
C -4.23 -7.03 0.03
C -3.43 -6.14 -0.69
C -0.42 -5.38 -1.60
C -0.56 -5.79 -2.93
C 0.29 -6.76 -3.46
C 1.28 -7.33 -2.65
C 1.43 -6.92 -1.33
C 0.58 -5.94 -0.80
H -1.86 -4.62 1.93
H -3.28 -6.20 3.19
H -4.80 -7.75 1.98
H -4.90 -7.71 -0.50
H -3.49 -6.13 -1.77
H -1.32 -5.34 -3.57
H 0.19 -7.08 -4.49
H 1.94 -8.09 -3.06
H 2.20 -7.36 -0.70
H 0.71 -5.62 0.23
C 4.97 3.62 0.36
Si 3.37 2.78 0.85
C 2.03 4.07 0.81
C 3.57 2.19 2.61
Sb 2.58 0.79 -0.55
Si 4.64 -0.70 -0.51
C 4.47 -2.04 -1.80
C 4.70 -1.54 1.15
C 6.26 0.17 -0.79
Si 2.61 1.78 -2.89
C 1.10 2.86 -3.07
C 4.12 2.79 -3.31
C 2.46 0.42 -4.16
H 5.16 4.45 1.07
H 4.90 4.03 -0.66
H 5.81 2.91 0.42
H 2.31 4.92 1.47
H 1.07 3.63 1.15
H 1.91 4.45 -0.23
H 3.83 3.05 3.26
H 4.38 1.44 2.66
H 2.62 1.74 2.96
H 3.52 -2.59 -1.64
H 5.32 -2.75 -1.71
H 4.49 -1.60 -2.81
H 3.75 -2.11 1.31
H 4.81 -0.79 1.96
H 5.56 -2.24 1.19
H 6.25 0.70 -1.76
H 7.08 -0.58 -0.80
H 6.45 0.87 0.04
H 1.15 3.70 -2.35
H 0.19 2.26 -2.87
H 1.06 3.27 -4.10
H 4.16 3.69 -2.67
H 4.04 3.13 -4.37
H 5.04 2.18 -3.19
H 1.55 -0.19 -3.94
H 3.36 -0.22 -4.13
H 2.37 0.87 -5.17
H -0.29 -1.26 -2.11
```

Here are the Löwdin charges for atoms 1 to 99, given in e: Rb 0.75; O 0.05; C -0.31; C 0.05; C -0.18; N 0.03; C -0.16; C 0.06; C -0.64; O -0.05; O -0.27; C -0.67; O -0.07; O -0.29; H 0.10; H 0.12; H 0.13; C -0.14; C -0.31; C -0.30; C -0.37; Ge 0.93; C -0.36; C -0.31; C -0.27; C -0.11; H 0.07; H 0.07; H 0.07; H 0.08; H 0.11; H 0.12; H 0.10; H 0.08; H 0.03; H -0.08; H 0.07; H 0.01; H 0.11; H 0.09; H 0.10; H 0.11; H 0.08; H 0.07; H 0.07; O -0.68; S 0.99; C -0.35; C -0.05; C -0.07; C -0.09; C -0.08; C -0.08; C -0.36; C -0.09; C -0.08; C -0.09; C -0.07; C -0.05; H 0.12; H 0.11; H 0.10; H 0.10; H 0.11; H 0.11; H 0.10; H 0.10; H 0.11; H 0.12; C -0.22; Si 0.27; C -0.23; C -0.21; Sb 0.91; Si 0.25; C -0.24; C -0.23; C -0.23; Si 0.21; C -0.24; C -0.24; C -0.24; H 0.04; H 0.01; H 0.01; H 0.04; H 0.01; H 0.02; H 0.04; H 0.04; H 0.02; H 0.04; H 0.03; H 0.01; H 0.04; H 0.02; H 0.03; H 0.02; H 0.03

=====

The E_tot results, record by record, are as follows: -5959.37054, -863.19037, -1316.63076, -5521.89845 hartree.